Formula: C32H48O24
Source: the OMol25 dataset
Level of theory: wB97M-V/def2-TZVPD

```
104
Properties=species:S:1:pos:R:3:lowdin_charge:R:1
C 0.246 -7.411 3.540 0.0026
C -0.235 -6.321 2.656 -0.3290
C 0.041 -4.899 3.076 -0.0918
O 0.667 -4.228 1.990 0.0668
C 0.960 -5.190 1.115 -0.6177
O 1.558 -5.002 0.084 0.1314
O 0.415 -6.291 1.445 0.1396
H 0.961 -8.136 3.151 0.1007
H -0.532 -8.044 3.966 0.0927
H 0.791 -6.909 4.339 0.0847
H -1.301 -6.356 2.429 0.1624
H 0.702 -4.755 3.931 0.1350
H -0.878 -4.396 3.379 0.1376
C 1.084 -1.002 2.048 0.0223
C 0.653 -0.487 0.678 -0.2890
C 0.245 -1.433 -0.474 -0.0510
O -0.916 -0.785 -0.946 0.0908
C -1.443 -0.077 -0.004 -0.6423
O -2.617 0.220 0.054 0.1200
O -0.548 0.182 0.872 0.1084
H 1.164 -0.152 2.726 0.0812
H 2.031 -1.522 1.898 0.0895
H 0.289 -1.662 2.394 0.0839
H 1.401 0.132 0.182 0.1346
H 0.034 -2.490 -0.315 0.1303
H 1.065 -1.507 -1.188 0.1399
C -5.419 1.592 -1.156 0.0389
C -6.178 2.781 -0.599 -0.2104
C -7.354 3.220 -1.466 -0.1048
O -8.479 2.950 -0.815 0.1809
C -8.160 2.895 0.483 -0.3957
O -8.862 3.109 1.449 0.2602
O -6.818 2.456 0.602 0.2394
H -4.921 1.086 -0.328 0.1008
H -4.766 1.925 -1.963 0.1194
H -6.103 0.901 -1.648 0.1067
H -5.324 3.408 -0.342 0.1837
H -7.370 2.859 -2.494 0.1768
H -7.456 4.278 -1.708 0.1848
C -0.260 3.511 1.592 0.0192
C -1.063 4.772 1.093 -0.2738
C -1.513 4.863 -0.427 -0.0477
O -2.916 4.790 -0.272 0.0382
C -3.325 5.092 0.942 -0.4967
O -4.505 5.300 1.197 0.1263
O -2.219 5.170 1.807 0.0995
H -0.139 3.342 2.662 0.0957
H 0.595 3.352 0.935 0.0737
H -0.921 2.711 1.259 0.0605
H -0.362 5.603 1.168 0.1310
H -1.130 4.156 -1.162 0.1141
H -1.377 5.836 -0.900 0.1357
C 3.706 2.164 3.611 -0.0436
C 3.795 3.594 3.851 -0.3093
C 4.442 4.315 2.708 -0.0770
O 3.750 5.623 2.680 0.0603
C 2.459 5.381 3.103 -0.5036
O 1.561 6.236 3.058 0.1052
O 2.436 4.169 3.690 0.0636
H 2.732 1.744 3.359 0.0873
H 3.860 1.685 4.578 0.0838
H 4.575 1.700 3.146 0.1058
H 4.352 3.810 4.763 0.1609
H 4.260 3.650 1.864 0.0982
H 5.504 4.381 2.944 0.1442
C 3.081 2.713 -4.495 0.0125
C 2.586 3.200 -3.097 -0.3229
C 1.420 2.579 -2.412 -0.0976
O 1.723 2.166 -1.065 0.0901
C 2.959 2.476 -0.894 -0.4922
O 3.543 2.352 0.203 0.1027
O 3.524 2.981 -2.078 0.0825
H 3.837 3.342 -4.964 0.0881
H 2.262 2.527 -5.190 0.0825
H 3.524 1.722 -4.394 0.0886
H 2.275 4.245 -3.083 0.1504
H 0.959 1.806 -3.027 0.1361
H 0.577 3.267 -2.476 0.1169
C 4.426 -3.589 0.205 -0.0033
C 5.793 -4.377 0.340 -0.2905
C 5.606 -5.926 0.178 -0.1037
O 5.973 -6.174 -1.128 0.0750
C 6.614 -5.096 -1.635 -0.5589
O 6.985 -4.925 -2.792 0.1291
O 6.569 -4.158 -0.758 0.0857
H 3.852 -3.995 -0.628 0.0806
H 4.774 -2.598 -0.087 0.0787
H 3.971 -3.593 1.195 0.0769
H 6.457 -4.072 1.148 0.1548
H 4.535 -6.126 0.204 0.1284
H 6.263 -6.506 0.826 0.1365
C -2.396 -2.361 -4.145 0.0128
C -3.609 -2.126 -3.181 -0.3361
C -4.467 -0.917 -3.325 -0.1440
O -5.613 -1.441 -3.813 0.1169
C -5.672 -2.708 -3.584 -0.5654
O -6.724 -3.359 -3.657 0.1289
O -4.529 -3.148 -3.091 0.1470
H -1.601 -1.615 -4.141 0.0773
H -2.739 -2.545 -5.163 0.0880
H -1.874 -3.232 -3.749 0.0833
H -3.186 -1.953 -2.191 0.1357
H -4.100 -0.183 -4.042 0.1525
H -4.502 -0.537 -2.304 0.1103
```

The highest occupied orbital energy (alpha / beta) is -11.9 / -11.9 eV. The value obtained for the energy above the lowest of the compared OMol25 structures with the same formula, charge and spin is 322.5 kJ/mol. Its spin multiplicity is 2. The value obtained for the max |F| is 0.1288 hartree/bohr. The value obtained for the electronic energy is -3053.4469 a.u. The HOMO-LUMO gap (alpha / beta) is 0.341 / 0.089 hartree. The calculation puts the LUMO energy (alpha / beta) at -0.0974 / -0.3494 Ha. The net charge is +1. The calculation puts the molar mass at 816.71 g mol⁻¹.